1.
Entry from OMol25: an isolated molecule of C20H22N2O4S at a distorted geometry (ωB97M-V/def2-TZVPD).

```
! RIJCOSX wB97M-V def2-TZVPD def2/J DEFGRID3
* xyz 0 1
H 3.49 3.42 -0.83
C 0.35 -2.31 0.55
C -3.94 -0.66 -0.75
C 3.07 0.46 1.07
C 0.68 1.77 -1.00
H 4.48 -1.41 -0.33
S 1.53 -0.81 -2.15
H 4.36 -0.13 -1.38
C -0.25 2.68 -0.24
C 0.89 -3.37 1.53
H 3.89 -1.66 -1.77
H 0.06 3.43 -0.02
C 0.24 0.47 -1.19
H -3.58 -1.49 -1.01
H -6.60 -1.38 -1.55
N -5.47 0.78 -0.05
C -5.31 -0.28 -0.48
H -6.31 -2.29 0.02
O 1.91 2.16 -0.93
H -2.22 3.05 0.19
C 2.19 -0.28 0.51
H 2.04 -3.55 1.21
H -1.27 -0.83 -1.55
H 0.58 -2.44 -0.33
C 2.49 3.47 -0.67
H 2.48 3.54 0.34
C 1.05 -1.02 1.21
H -0.07 -0.76 2.90
C 3.84 -0.90 -1.09
H 1.97 4.31 -1.52
N 2.46 -0.93 -0.86
C 1.47 0.72 2.78
H -7.34 -0.83 -0.32
H 3.18 1.92 2.64
C -1.98 0.90 -0.57
C 0.65 -0.44 2.52
O 2.29 0.12 -3.02
H 0.43 -4.16 1.11
O 0.80 -1.83 -2.55
H 0.79 -3.28 2.49
H -0.70 -1.90 0.82
C -1.43 2.33 -0.28
H 1.34 1.11 3.81
H 3.89 0.69 0.62
O -4.19 1.44 0.06
C -3.40 0.51 -0.39
C -6.49 -1.44 -0.57
C 2.61 1.12 2.18
C -0.96 -0.06 -1.15
*
```

Results
**E_LUMO**: 0.2 eV
**Gap between HOMO and LUMO**: 7.8266 eV
**Structure (SMILES)**: CCc1ccccc1N(C)S(=O)(=O)c1cc(-c2cc(C)no2)ccc1OC
**Strongest force on any atom**: 18.72 eV Å⁻¹
**ΔE to the lowest compared entry with this formula, charge and spin**: 491.3 kcal per mole

Table of Löwdin atomic charges, one value per atom, all in e: 0.044 -0.129 0.080 -0.071 -0.206 0.134 0.684 0.049 -0.009 -0.049 0.069 -0.020 -0.126 0.043 0.014 0.135 -0.359 0.063 -0.092 0.155 -0.148 0.150 0.028 -0.033 0.017 0.050 -0.047 -0.018 -0.140 0.205 -0.226 -0.082 0.061 0.117 0.028 0.063 -0.294 0.025 -0.202 0.016 0.154 -0.015 0.111 0.068 0.072 -0.326 0.057 -0.098 -0.005

2.
Entry from OMol25: a cluster of 4 separate species, H10NO3 in total at a distorted geometry (ωB97M-V/def2-TZVPD).

```
! RIJCOSX wB97M-V def2-TZVPD def2/J DEFGRID3
* xyz 1 1
O 2.08 1.20 2.31
H 2.42 1.76 1.60
H -0.44 -1.52 1.71
H 0.67 0.76 -0.22
O -0.50 -0.85 1.03
H -1.02 -0.48 -1.00
H -1.46 -0.88 -2.67
H 1.20 1.33 -1.58
H -0.26 -0.04 1.50
H 2.52 1.59 3.08
N -1.64 -0.98 -1.67
H -2.60 -0.72 -1.46
O 0.50 0.78 -1.17
H -1.44 -1.95 -1.45
*
```

Results
**E_LUMO**: -3.5 eV
**Gap between HOMO and LUMO**: 11.3965 eV
**Strongest force on any atom**: 1.02 eV Å⁻¹
**ΔE to the lowest compared entry with this formula, charge and spin**: 20.7 kcal per mole

Table of Löwdin atomic charges, one value per atom, all in e: -0.060 0.040 0.072 0.023 -0.046 0.081 0.154 0.078 0.048 0.051 0.307 0.154 -0.055 0.151

3.
Entry from OMol25: a structure of composition C26H22BF2N6O3V at a distorted geometry (ωB97M-V/def2-TZVPD).

```
! RIJCOSX wB97M-V def2-TZVPD def2/J DEFGRID3
* xyz -1 2
C -0.07 -3.66 -3.81
H -4.19 0.01 4.19
C 0.88 -3.13 -2.95
N -1.10 -0.35 1.81
C -1.92 2.25 -3.55
H 0.18 3.20 3.42
C 3.78 -0.35 2.95
C -1.04 0.31 2.97
C -2.35 -1.70 0.29
C 0.47 -2.47 -1.81
C 0.56 2.99 1.32
V 0.30 -0.74 0.53
H -2.88 -2.78 -2.14
H 1.34 3.73 -1.76
H 5.75 -1.16 2.57
H -1.95 0.98 4.78
H -4.35 -1.27 2.02
C -2.22 1.11 -1.48
C -1.42 -3.53 -3.52
C -3.44 -0.79 2.34
C -2.32 -0.92 1.51
H -2.81 0.47 -0.82
C 4.25 -1.90 1.21
F 2.60 0.29 -0.90
H -3.53 0.88 -3.16
H -0.08 0.73 3.22
H 0.25 -4.17 -4.71
O 2.93 -3.48 -0.86
N 0.56 3.70 0.17
N -1.12 1.63 -0.95
O -3.37 -2.32 -0.09
H 0.71 4.69 2.61
H -2.22 2.50 -4.55
C -0.40 2.46 -1.71
H -0.19 3.53 -3.55
C -2.09 0.46 3.84
C -0.89 -2.33 -1.50
N -1.14 -1.66 -0.33
H 1.52 2.21 -0.83
C -2.65 1.36 -2.77
C 2.47 -0.33 2.53
H 1.94 -3.23 -3.16
C 0.84 3.03 -1.08
C -3.34 -0.10 3.52
H 1.74 0.27 3.06
N 2.00 -1.02 1.48
C 0.09 3.80 2.52
H 4.08 0.26 3.79
C -0.78 2.82 -2.99
H 0.00 4.54 0.12
N 1.32 -1.80 -0.89
C -1.84 -2.87 -2.37
B 1.38 -0.31 -1.12
O 0.99 1.85 1.41
C 2.91 -1.81 0.82
C 4.71 -1.15 2.27
C 2.43 -2.47 -0.37
H 4.90 -2.54 0.63
H -0.94 4.10 2.38
H -2.15 -3.93 -4.20
F 0.90 0.09 -2.34
*
```

Results
**E_LUMO (spin up / spin down)**: 2.6 / 2.6 eV
**Gap between HOMO and LUMO (spin up / spin down)**: 4.4357 / 5.4260 eV
**Strongest force on any atom**: 2.07 eV Å⁻¹

Table of Löwdin atomic charges, one value per atom, all in e: -0.107 0.080 -0.011 -0.054 -0.067 0.074 -0.057 -0.171 -0.490 -0.154 -0.506 0.932 0.093 0.125 0.091 0.079 0.106 -0.106 -0.106 -0.035 -0.223 0.105 -0.005 0.124 0.102 0.067 0.088 0.077 0.070 0.142 -0.009 0.077 0.099 -0.276 0.103 -0.112 -0.186 -0.003 0.104 -0.049 -0.131 0.113 -0.108 -0.128 0.083 0.001 0.010 0.097 -0.035 0.141 0.048 -0.009 -0.952 0.037 -0.184 -0.087 -0.359 0.117 0.085 0.091 0.158

4.
Entry from OMol25: a cluster of 2 separate species, C2H3N5O4 in total at a distorted geometry (ωB97M-V/def2-TZVPD).

```
! RIJCOSX wB97M-V def2-TZVPD def2/J DEFGRID3
* xyz 0 1
O -1.36 2.27 0.80
N -1.14 0.58 -0.64
N -2.94 -0.66 0.11
H 2.95 0.00 1.04
N -0.68 1.75 -0.05
O 0.39 2.11 -0.46
N 1.38 -1.05 0.31
H 2.21 0.69 -0.42
N -2.27 0.15 -0.33
O -3.95 -1.23 0.24
O -0.67 -2.09 -0.12
C 0.34 -1.52 -0.02
H 3.23 -0.77 -0.54
C 2.50 -0.23 0.07
*
```

Results
**E_LUMO (spin up / spin down)**: -1.3 / -1.3 eV
**Gap between HOMO and LUMO (spin up / spin down)**: 8.9872 / 8.9852 eV
**Structure (SMILES)**: O=N/N=N/[N+](=O)[O-].CN=C=O
**Strongest force on any atom**: 3.48 eV Å⁻¹
**ΔE to the lowest compared entry with this formula, charge and spin**: 62.0 kcal per mole

Table of Löwdin atomic charges, one value per atom, all in e: 0.077 0.092 -0.035 0.085 -0.447 0.074 0.085 0.064 0.113 0.156 0.105 -0.366 0.086 -0.090

5.
Entry from OMol25: a structure of composition C32H24MgN2O6PS (ωB97M-V/def2-TZVPD).

```
! RIJCOSX wB97M-V def2-TZVPD def2/J DEFGRID3
* xyz -1 1
C 0.35 6.30 -0.12
H -0.06 -4.49 -0.55
C 1.07 -2.74 4.07
O -1.53 0.17 0.87
H 1.82 -1.30 2.66
H 4.36 -4.64 -0.86
C -2.68 0.06 0.28
C -4.41 0.82 -1.28
C -0.49 -2.44 -1.06
O 1.17 0.81 -1.40
H 2.53 8.61 1.06
N -1.27 2.45 -0.50
C 3.96 -3.63 -0.89
H -1.22 -3.94 1.20
H -2.69 -3.96 -3.88
H 3.51 6.58 2.11
C -2.47 2.28 -0.89
O -0.73 6.24 -0.92
H 1.68 -2.38 4.88
C 2.20 -2.07 -0.36
C 4.70 -2.62 -1.50
H -5.29 -2.15 0.08
C 2.01 5.28 1.29
H -1.07 -0.54 -1.88
C -1.40 -4.37 -2.21
C 1.14 -2.14 2.82
C 0.88 5.16 0.50
O 3.54 1.47 -1.26
C 2.07 7.64 0.90
C 4.22 -1.32 -1.50
Mg 0.12 1.14 0.32
C 0.18 -3.79 4.28
C -2.07 -3.53 -3.10
C -1.94 -2.16 -2.98
H 2.17 -4.15 0.16
H 0.50 8.41 -0.37
H 2.40 4.38 1.75
C 2.98 -1.05 -0.93
P 0.51 -1.59 0.23
H -0.99 5.28 -0.96
H 5.66 -2.84 -1.94
H -1.49 -5.44 -2.30
H -1.33 -5.03 3.40
C -4.70 -1.25 -0.12
H -3.01 3.11 -1.34
H -2.45 -1.50 -3.67
H 4.79 -0.50 -1.92
C 2.72 -3.35 -0.33
S 2.49 0.66 -0.72
O 2.26 0.75 0.73
C 2.62 6.51 1.50
C -0.60 -3.82 -1.21
H -4.77 1.57 -1.98
H 0.11 -4.26 5.25
C 0.94 7.54 0.11
C -0.55 -3.62 1.99
N -0.73 3.74 -0.54
C -1.16 -1.62 -1.97
C 0.24 3.83 0.37
H -6.13 -0.45 -1.55
H -3.13 -1.81 1.23
C -0.63 -4.22 3.24
C -5.18 -0.31 -1.04
C -3.18 1.02 -0.66
C 0.35 -2.58 1.76
O 0.59 2.88 1.15
C -3.50 -1.07 0.52
*
```

Results
**E_LUMO**: 2.5 eV
**Gap between HOMO and LUMO**: 7.2479 eV
**Strongest force on any atom**: 0.95 eV Å⁻¹

Table of Löwdin atomic charges, one value per atom, all in e: -0.279 0.091 -0.085 -0.189 0.108 0.099 -0.378 -0.074 -0.309 -0.365 0.092 -0.029 -0.083 0.089 0.097 0.090 -0.059 0.034 0.100 -0.287 -0.081 0.093 -0.021 0.096 -0.089 -0.082 -0.074 -0.282 -0.107 -0.055 0.569 -0.102 -0.092 -0.067 0.101 0.107 0.118 -0.247 1.132 0.041 0.100 0.097 0.098 -0.108 0.127 0.107 0.110 -0.080 0.487 -0.361 -0.106 -0.107 0.102 0.095 -0.031 -0.094 0.052 -0.076 -0.414 0.083 0.104 -0.091 -0.128 -0.150 -0.334 -0.077 -0.029

6.
Entry from OMol25: a cluster of 6 separate species, C15H33B3ClO20PS2 in total at a distorted geometry (ωB97M-V/def2-TZVPD).

```
! RIJCOSX wB97M-V def2-TZVPD def2/J DEFGRID3
* xyz 0 1
O -2.75 1.34 -0.92
H 8.88 -5.68 -9.05
O -3.24 -0.70 -4.10
O -3.42 0.83 1.30
C 0.09 3.73 9.26
B -3.02 0.04 -1.27
Cl -3.43 -1.79 2.06
O -3.38 6.62 -3.21
H -5.66 3.77 -2.04
H -1.93 2.46 6.81
B -3.58 -0.49 0.92
C 0.31 0.08 12.12
C 0.89 6.02 5.11
O -4.26 5.29 -1.76
O -0.39 -7.02 -4.44
H -2.56 7.90 -4.53
H 0.21 3.13 8.37
C 0.88 -6.82 -4.76
C -4.78 4.00 -1.43
C -3.86 5.39 -3.03
C -2.91 6.88 -4.54
H 1.40 6.92 5.44
H 9.08 -7.34 -8.43
H 3.40 -7.52 -4.57
C 2.82 -7.91 -5.40
O -3.78 -0.74 -0.43
H -0.96 3.91 9.45
H 1.59 5.19 5.02
B -2.61 1.58 0.46
O 5.53 -5.52 -7.20
H -4.02 -0.17 -3.97
H 9.34 -5.93 -7.36
O 0.69 3.07 10.38
H 3.78 -4.70 -6.59
O 7.38 -6.44 -7.83
H -2.12 -6.16 -3.86
C 4.78 -4.35 -6.82
H -0.74 0.14 12.40
O 1.44 -5.76 -4.80
C -0.82 4.66 5.91
O 1.43 -8.00 -5.05
H 3.13 -8.93 -5.63
H -0.67 -5.34 -3.23
H -3.71 6.75 -5.26
H -3.15 3.39 7.71
H -1.26 2.14 2.23
H -1.13 -5.14 -4.93
C 0.16 1.89 10.66
H 4.76 -3.63 -7.63
H -3.14 3.42 5.93
S -1.39 2.75 1.05
H -5.07 4.05 -0.38
S -1.57 -2.52 -2.47
H -0.68 0.17 -4.06
H 0.43 -0.64 11.31
O -0.08 5.75 6.13
O 0.79 1.37 11.71
C 6.80 -5.28 -7.50
O 7.35 -4.21 -7.49
O -1.67 4.52 6.92
H -4.03 3.23 -1.59
C -1.12 -5.83 -4.10
P -2.21 -0.76 -2.85
O -0.73 3.93 4.96
C -2.53 3.37 6.82
H 0.40 6.18 4.16
O -0.75 1.36 10.06
H 5.22 -3.89 -5.93
H 0.62 4.68 9.15
H -2.09 6.20 -4.79
O -3.91 4.53 -3.86
H 2.95 -7.27 -6.27
C 8.76 -6.33 -8.19
H 0.92 -0.20 12.97
O -1.11 0.34 -3.22
*
```

Results
**E_LUMO**: -0.1 eV
**Gap between HOMO and LUMO**: 9.1380 eV
**Structure (SMILES)**: OP(O)(=S)B1OB(S)OB(Cl)O1.COC(=O)OC.COC(=O)OC.COC(=O)OC.COC(=O)OC.COC(=O)OC
**Strongest force on any atom**: 1.07 eV Å⁻¹

Table of Löwdin atomic charges, one value per atom, all in e: 0.187 0.097 -0.198 0.198 -0.035 -0.587 0.825 0.006 0.102 0.099 -1.031 -0.036 -0.031 0.012 0.006 0.093 0.096 -0.625 -0.023 -0.622 -0.035 0.094 0.092 0.099 -0.036 0.213 0.095 0.098 -0.943 -0.002 0.080 0.097 0.013 0.084 0.000 0.095 -0.027 0.097 0.114 -0.632 0.004 0.094 0.063 0.097 0.097 -0.109 0.095 -0.624 0.098 0.097 0.916 0.102 0.368 0.083 0.097 0.000 0.004 -0.627 0.122 -0.021 0.079 -0.052 0.219 0.116 -0.027 0.098 0.117 0.100 0.100 0.097 0.121 0.089 -0.038 0.093 -0.193

7.
Entry from OMol25: a cluster of 2 separate species, C8H17FNO in total at a distorted geometry (ωB97M-V/def2-TZVPD).

```
! RIJCOSX wB97M-V def2-TZVPD def2/J DEFGRID3
* xyz 1 1
C -0.88 0.78 0.40
H -2.95 0.41 0.25
H 0.12 -1.46 1.98
C 1.78 -0.48 -1.49
H 0.14 0.07 2.75
H 2.46 -0.97 3.05
H -1.74 -1.02 0.79
H -0.18 -1.21 -1.03
C -2.76 -0.33 -2.54
C 0.75 -0.87 -0.48
C 0.68 -0.47 1.97
F -2.92 0.98 -2.44
H 1.40 0.29 -2.22
H -1.82 2.55 0.07
H 2.81 -0.32 -1.05
H 1.23 0.87 0.59
N 0.45 0.12 0.62
O -1.81 -0.79 -2.08
H -0.34 2.28 -0.92
C -0.86 2.18 0.04
H -3.64 -0.64 -3.21
H 2.59 0.32 2.08
H 1.32 -1.65 0.06
H 1.86 -1.27 -2.11
H 2.51 -1.39 1.46
C 2.11 -0.66 2.09
H -0.39 2.67 0.94
C -1.94 0.01 0.42
*
```

Results
**E_LUMO**: -2.4 eV
**Gap between HOMO and LUMO**: 11.3809 eV
**Strongest force on any atom**: 4.36 eV Å⁻¹
**ΔE to the lowest compared entry with this formula, charge and spin**: 0.0 kcal per mole

Table of Löwdin atomic charges, one value per atom, all in e: -0.361 0.113 0.156 -0.061 0.148 0.101 0.104 0.123 -0.322 -0.178 -0.194 0.074 0.113 0.063 0.114 0.197 -0.064 0.114 0.111 -0.010 0.185 0.109 0.114 0.046 0.071 -0.071 0.128 0.076

strongest force on any atom of number 1 (C20H22N2O4S)?
18.72 eV Å⁻¹